Run i
{
  "formula": "C2H3ClN2O",
  "method": "the ωB97M-V functional and the def2-TZVPD basis",
  "e_lumo_ev": 0.666,
  "smiles": "C#[N+][O-].[H]/N=C\\Cl",
  "homo_energy_ev": -10.1,
  "homo_lumo_gap_ev": 10.79,
  "symbols": ["C", "N", "O", "H", "H", "N", "C", "Cl", "H"],
  "positions_angstrom": [[-1.46875, -0.02820, 0.78410], [-2.37576, -0.26667, 0.10205], [-3.16390, -0.84003, -0.55341], [-0.85422, 0.64028, 1.30326], [2.01923, 0.53592, 0.03339], [1.14994, 0.48928, -0.65560], [0.49110, -0.52833, -0.80680], [0.56820, -2.04927, 0.11139], [-0.41051, -0.54958, -1.34982]],
  "mulliken_charge": [-0.2289, 0.4935, -0.6084, 0.3847, 0.2906, -0.4164, -0.2208, -0.1463, 0.4519]
}



Run ii
{
  "formula": "C2H3ClN2O",
  "method": "the ωB97M-V functional and the def2-TZVPD basis",
  "e_lumo_ev": -0.013,
  "smiles": "C=NN=C=O.Cl",
  "homo_energy_ev": -9.3,
  "homo_lumo_gap_ev": 9.26,
  "symbols": ["C", "N", "N", "C", "O", "H", "H", "Cl", "H"],
  "positions_angstrom": [[-0.11867, 2.14640, 0.13187], [-1.21208, 1.36593, -0.36245], [-1.79900, 0.02018, -0.18288], [-2.70048, -0.83835, -0.32889], [-3.33159, -1.78339, -0.15987], [-0.32354, 3.09494, -0.47382], [0.45158, 1.73224, 0.87563], [4.09316, -2.57541, -0.12557], [4.94062, -3.16255, 0.62598]],
  "mulliken_charge": [-0.2880, -0.2657, -0.1405, 0.4539, -0.3715, 0.2729, 0.3390, -0.2408, 0.2406]
}



Stability, highest: run i



Run i
{
  "formula": "C2H8N3",
  "method": "the ωB97M-V functional and the def2-TZVPD basis",
  "e_lumo_ev": -4.537,
  "homo_energy_ev": -14.6,
  "charge": 1,
  "homo_lumo_gap_ev": 10.11,
  "symbols": ["C", "N", "H", "H", "H", "H", "N", "C", "N", "H", "H", "H", "H"],
  "positions_angstrom": [[1.45133, -1.17398, -1.77365], [0.28746, -0.64819, -1.79747], [2.27573, -0.60347, -1.35772], [1.52771, -2.14561, -2.26156], [-0.38351, -1.27317, -2.23694], [-2.21530, 0.18947, 1.05884], [-0.11392, 1.13641, 0.22486], [-0.39106, 0.78881, 1.50719], [-1.54379, 0.26183, 1.80990], [0.29815, 0.49409, -0.52189], [0.16313, 2.10460, 0.31246], [0.24095, 1.10140, 2.33583], [-1.59687, -0.23219, 2.70016]],
  "mulliken_charge": [-0.2117, -0.5192, 0.2532, 0.2512, 0.2246, 0.2942, -0.4203, 0.1280, -0.2525, 0.3527, 0.2516, 0.3615, 0.2867]
}



Run ii
{
  "formula": "C2H8N3",
  "method": "the ωB97M-V functional and the def2-TZVPD basis",
  "e_lumo_ev": -3.655,
  "smiles": "N/C=N/C[NH3+]",
  "homo_energy_ev": -13.6,
  "charge": 1,
  "homo_lumo_gap_ev": 9.93,
  "symbols": ["N", "C", "N", "C", "N", "H", "H", "H", "H", "H", "H", "H", "H"],
  "positions_angstrom": [[2.61620, 0.29295, -0.24948], [1.31799, 0.31098, -0.06534], [0.56154, -0.71364, -0.00704], [-0.81540, -0.91821, 0.11430], [-2.00237, 0.39118, 0.10069], [3.17787, -0.56490, -0.45794], [3.02732, 1.16476, 0.05149], [0.78209, 1.27155, -0.10766], [-1.26644, -1.56268, -0.64852], [-0.84334, -1.38512, 1.08727], [-2.26801, 0.75321, 1.04451], [-2.81334, -0.01704, -0.39970], [-1.47410, 0.97696, -0.46259]],
  "mulliken_charge": [-0.3474, 0.1889, -0.4206, -0.2830, -0.4768, 0.2692, 0.2555, 0.1717, 0.2947, 0.3438, 0.3408, 0.3578, 0.3052]
}



Run iii
{
  "formula": "C2H8N3",
  "method": "the ωB97M-V functional and the def2-TZVPD basis",
  "e_lumo_ev": -5.397,
  "smiles": "[H]/N=[N+](\\N)CC",
  "homo_energy_ev": -16.3,
  "charge": 1,
  "homo_lumo_gap_ev": 10.89,
  "symbols": ["H", "N", "N", "N", "C", "C", "H", "H", "H", "H", "H", "H", "H"],
  "positions_angstrom": [[1.02821, 2.43362, 0.21295], [0.47266, 1.59392, 0.46380], [0.48668, 0.61644, -0.24338], [0.94739, 0.64972, -1.62289], [-0.15997, -0.72166, 0.06060], [-1.22930, -0.76784, 1.14541], [0.79148, -0.21947, -2.04507], [1.56148, 1.28099, -1.95807], [-0.35738, -1.05310, -0.91660], [0.63345, -1.28495, 0.55922], [-1.95168, 0.03679, 1.11694], [-1.56497, -1.82846, 1.14852], [-0.65805, -0.73600, 2.07856]],
  "mulliken_charge": [0.3082, -0.6697, 0.9514, -0.4357, -0.3007, -0.9651, 0.2034, 0.2292, 0.3172, 0.3344, 0.3656, 0.3347, 0.3273]
}



Run iv
{
  "formula": "C2H8N3",
  "method": "the ωB97M-V functional and the def2-TZVPD basis",
  "e_lumo_ev": -4.653,
  "homo_energy_ev": -14.5,
  "charge": 1,
  "homo_lumo_gap_ev": 9.84,
  "symbols": ["C", "N", "H", "H", "H", "H", "N", "C", "N", "H", "H", "H", "H"],
  "positions_angstrom": [[1.82629, 0.07696, 1.35031], [0.60721, 0.45308, 1.45363], [2.39932, -0.42533, 0.62407], [2.62824, 0.43107, 2.14997], [0.28543, 0.97480, 2.24849], [-0.97202, 0.87243, 0.26316], [-0.12342, -0.89091, -1.35025], [-1.34608, -0.42078, -1.23222], [-1.48174, 0.85796, -0.63741], [0.63270, -0.41318, -0.78083], [0.09162, -1.75856, -1.87983], [-2.20404, -1.04039, -1.27225], [-2.34352, 1.28287, -0.93683]],
  "mulliken_charge": [-0.1809, -0.5482, 0.2478, 0.2135, 0.2054, 0.3424, -0.2237, 0.1908, -0.3759, 0.2090, 0.2765, 0.3842, 0.2591]
}



Stability, highest: run ii